No. 1
Here is C5H6N2O2 in the gas phase at a distorted geometry from the OMol25 dataset. Energies are from ωB97M-V with the def2-TZVPD basis set.

Atoms and positions in Å:
H -0.91136 0.04795 3.64110
N -0.70488 -0.58366 2.79609
C -0.84772 0.18064 1.79730
O -1.16249 1.51892 2.16335
C -0.43176 -0.11840 0.42524
C -1.16025 -0.80333 -0.50370
O -0.43478 -0.93198 -1.64177
C 0.76570 -0.34052 -1.44569
N 1.65847 -0.46293 -2.48059
C 0.84244 0.17297 -0.18216
H -0.92903 2.12365 1.44963
H -2.14664 -1.25693 -0.50985
H 1.26864 -0.31953 -3.40547
H 2.52846 0.03639 -2.34866
H 1.66519 0.73676 0.24518

Summary:
Energy relative to the best compared isomer or geometry (same formula, charge and spin)   28.8 kcal per mole
2S+1   1
LUMO   0.65 eV
HOMO-LUMO gap   8.833 eV

Atomic partial charges in e from the Löwdin method, atoms 1 to 4:
1 H 0.097
2 N 0.148
3 C -0.413
4 O 0.010

No. 2
Here is 2 unconnected molecules or ions with the total composition C6H16 at a distorted geometry from the OMol25 dataset. Energies are from ωB97M-V with the def2-TZVPD basis set.

Atoms and positions in Å:
C -1.66538 0.31150 -2.15590
C -0.83866 -0.74452 -1.49326
C 0.56176 -0.86026 -2.09608
C -0.67763 -0.43248 0.02203
H -2.55910 0.65897 -1.64113
H -1.81309 0.12868 -3.23097
H -1.07640 1.22709 -2.36775
H -1.24811 -1.74891 -1.52825
H 1.05852 -1.80402 -1.87243
H 0.47181 -0.81416 -3.18292
H 1.20815 -0.02183 -1.83362
H -1.65698 -0.37466 0.47786
H -0.12315 -1.25414 0.45921
H -0.13702 0.50946 0.03626
C 1.70373 0.28660 2.31316
C 0.40582 0.95850 2.77199
H 2.40493 1.02785 1.93110
H 2.26542 -0.06302 3.17926
H 1.50590 -0.49362 1.58988
H 0.58102 1.53265 3.68102
H -0.45129 0.31325 2.93742
H 0.07975 1.65707 2.00315

Summary:
Energy relative to the best compared isomer or geometry (same formula, charge and spin)   13.0 kcal per mole
2S+1   1
LUMO   1.10 eV
HOMO-LUMO gap   11.952 eV

Atomic partial charges in e from the Löwdin method, atoms 1 to 4:
1 C -0.104
2 C -0.491
3 C -0.095
4 C -0.098

No. 3
Here is a molecular structure, C7H16O11SrV3 at a distorted geometry from the OMol25 dataset. Energies are from ωB97M-V with the def2-TZVPD basis set.

Atoms and positions in Å:
O -3.43457 4.53828 2.07676
V -4.53051 3.46494 2.49851
O -5.76396 3.68265 1.58777
O -5.30302 -4.13665 -2.93362
V -5.21303 -2.64229 -2.33997
O -5.88215 -1.70005 -3.41311
O -3.58782 -7.21748 2.62690
V -2.47919 -6.34873 3.38140
O -1.08395 -6.67050 2.68008
Sr -0.61817 -0.07879 7.32201
C -2.94665 -0.96492 1.58693
O -3.38595 -0.22382 0.72118
O -3.14881 -2.19582 1.43603
O -2.64622 -0.50241 2.68904
C 1.04882 3.45853 -5.15504
C 0.47088 3.63855 -3.72753
C -0.93599 4.26030 -3.76666
O 0.35629 2.37058 -3.20081
H 1.16796 4.44137 -5.61103
H 0.49754 2.85066 -5.87246
H 2.01934 2.96421 -5.11222
H 1.00294 4.34018 -3.08508
H -1.61419 3.44616 -4.02220
H -0.97884 5.04821 -4.51863
H -1.15104 4.76815 -2.82647
H -0.26433 2.31717 -2.47034
C 4.30005 -0.97785 1.53720
C 3.56565 -1.81974 2.65104
C 4.10700 -3.24382 2.84248
O 3.47516 -1.18760 3.93382
H 4.14803 0.07370 1.78056
H 3.77213 -1.14975 0.59919
H 5.38363 -1.07050 1.46393
H 2.58251 -1.84138 2.18083
H 3.85995 -3.83646 1.96166
H 3.63444 -3.71975 3.70171
H 5.19669 -3.26951 2.84141
H 4.37937 -0.86580 3.95473

Summary:
Net charge   +3
2S+1   1
LUMO   -10.95 eV
HOMO-LUMO gap   2.369 eV

Atomic partial charges in e from the Löwdin method, atoms 1 to 4:
1 O -0.217
2 V 1.251
3 O -0.188
4 O -0.191

No. 4
Here is a molecular structure, C25H16BeN7O3S at a distorted geometry from the OMol25 dataset. Energies are from ωB97M-V with the def2-TZVPD basis set.

Atoms and positions in Å:
Be 0.54567 -0.71577 0.38219
C 4.89048 -0.08758 -0.10945
C 3.76712 -0.70847 0.38828
N 2.51679 -0.14566 0.36597
C 2.51293 1.19387 0.12578
C 3.72040 1.87588 -0.12807
N 4.84926 1.28094 -0.24587
C 1.17702 1.76087 -0.00314
C 0.81859 3.06531 -0.24636
C -0.47130 3.54260 0.07019
C -1.43438 2.62821 0.45686
C -1.10498 1.27228 0.51077
N 0.19798 0.88152 0.30881
C -1.94730 0.14125 0.70598
C -3.35371 0.12202 0.82732
N -4.01821 -0.94239 1.24083
C -3.32373 -2.10391 1.31153
C -1.93875 -2.08480 1.25861
N -1.24533 -1.00575 0.87435
C -0.74266 4.98337 -0.00501
C -2.03125 5.40847 0.20250
C -2.30917 6.76293 0.47180
N -1.38155 7.73379 0.36325
C -0.11885 7.32909 0.08834
C 0.22135 5.96408 -0.01400
H 5.81071 -0.59092 -0.31308
H 3.82788 -1.67396 0.78828
H 3.72752 2.95035 -0.42018
H 1.52252 3.72993 -0.74611
H -2.50169 2.87928 0.70312
H -3.94680 0.97008 0.59697
H -3.93474 -2.95899 1.54443
H -1.40613 -3.04229 1.31177
H -2.82597 4.66314 0.10730
H -3.30062 7.04335 0.77915
H 0.64112 8.07396 -0.10737
H 1.30028 5.78434 -0.24231
O -1.05825 -1.85518 -1.80974
C -0.23799 -2.63380 -1.28159
N 0.73797 -2.19428 -0.44142
S 1.83631 -3.43755 -0.05980
O 3.12566 -3.32305 -0.72363
O 1.75805 -3.57452 1.35593
C 0.83044 -4.75684 -0.76093
C 0.89456 -6.09494 -0.44779
C -0.27065 -6.86609 -0.76408
C -1.40217 -6.30179 -1.31339
C -1.44077 -4.93444 -1.58657
C -0.31785 -4.16676 -1.35570
H 1.79687 -6.52287 0.00002
H -0.34884 -7.94461 -0.66217
H -2.31472 -6.92272 -1.31073
H -2.29912 -4.45101 -2.04184

Summary:
Net charge   +1
2S+1   1
LUMO   -5.04 eV
HOMO-LUMO gap   7.186 eV

Atomic partial charges in e from the Löwdin method, atoms 1 to 4:
1 Be 0.319
2 C -0.011
3 C -0.045
4 N 0.151

No. 5
Here is 10 unconnected molecules or ions with the total composition C11H42N4O10 at a distorted geometry from the OMol25 dataset. Energies are from ωB97M-V with the def2-TZVPD basis set.

Atoms and positions in Å:
N 0.99907 -2.49567 2.56416
C 1.18207 -1.60167 3.48816
N 1.11607 -0.33467 3.12816
O 1.43807 -1.99167 4.75416
H 0.96607 -3.48367 2.99316
H 1.28407 -2.38367 1.55016
H 1.42807 0.34933 3.85916
H 0.92907 -0.10667 2.14316
N -1.68093 -2.25367 2.55616
C -2.34193 -1.20167 2.94316
N -1.60393 -0.25467 3.43016
O -3.73093 -1.22267 3.01816
H -2.16093 -3.10567 2.33316
H -0.63093 -2.36667 2.77116
H -1.92193 0.46133 4.08216
H -0.58093 -0.30067 3.26916
C -0.15193 1.74533 -1.15284
C 0.97807 0.88233 -0.54284
O 0.37707 0.11933 0.51316
H 0.04107 2.07233 -2.17484
H -0.39693 2.61933 -0.61384
H -1.12793 1.20433 -1.33484
H 1.73307 1.51433 -0.13384
H 1.52407 0.31333 -1.29584
H -0.33593 -0.43367 0.07516
C 0.62807 3.48833 1.97716
O -0.55993 4.01133 2.42116
H 0.64007 3.71033 0.86616
H 0.76607 2.36733 2.01116
H 1.45007 3.88433 2.55816
H -1.33493 3.52833 2.05616
C -2.68693 -2.32467 -0.46284
O -1.38393 -1.81667 -0.12884
H -2.66793 -3.36567 -0.84184
H -3.11393 -1.69367 -1.17384
H -3.29293 -2.35767 0.45016
H -1.41093 -1.73567 0.84316
C -3.16693 1.36333 0.97116
O -1.92793 1.61333 1.50716
H -3.44893 2.11133 0.26016
H -3.92793 1.26933 1.79316
H -3.08093 0.44033 0.40916
H -1.74093 0.90133 2.18016
C -1.89093 -1.00667 -3.54984
O -0.76193 -1.46167 -2.81384
H -1.68993 -0.99067 -4.64584
H -2.12893 -0.06767 -3.20184
H -2.72293 -1.67767 -3.34284
H -1.01793 -1.44567 -1.88684
C 0.94107 0.69033 -4.63684
O 1.32707 -0.60967 -4.27484
H 1.53607 0.92633 -5.56184
H 1.16707 1.41733 -3.89084
H -0.11093 0.63633 -4.93984
H 0.67207 -0.92067 -3.57884
C 3.84807 2.97333 -1.35584
O 3.70107 1.63033 -1.77384
H 3.88407 3.02133 -0.30284
H 3.10007 3.66933 -1.62684
H 4.85307 3.34833 -1.54484
H 4.18307 1.03433 -1.17384
C 2.15907 -2.55967 -1.21384
O 2.44707 -2.22967 0.15416
H 1.44807 -1.80967 -1.70184
H 1.83707 -3.57667 -1.34284
H 3.06407 -2.61867 -1.78484
H 3.08507 -1.51167 0.07116

Summary:
Energy relative to the best compared isomer or geometry (same formula, charge and spin)   106.5 kcal per mole
2S+1   1
LUMO   -0.01 eV
HOMO-LUMO gap   9.501 eV

Atomic partial charges in e from the Löwdin method, atoms 1 to 4:
1 N 0.119
2 C -0.672
3 N 0.139
4 O -0.079

No. 6
Here is a gas-phase ion, C4H5O2S (charge -1) at a distorted geometry from the OMol25 dataset. Energies are from ωB97M-V with the def2-TZVPD basis set.

Atoms and positions in Å:
C -0.68784 1.53523 0.37727
C -0.59781 0.23678 -0.34420
S -1.59976 -1.14017 0.19750
C 0.19512 -0.83454 0.22856
C 1.41308 -1.48749 -0.55332
O 2.19599 -2.23461 0.07222
O 1.45877 -1.11902 -1.74381
H -1.53913 1.43752 0.98713
H -0.81708 2.47023 -0.19300
H 0.07285 1.60661 1.07903
H -0.52785 0.16845 -1.41034
H 0.43365 -0.63901 1.30297

Summary:
Energy relative to the best compared isomer or geometry (same formula, charge and spin)   10.6 kcal per mole
Net charge   -1
2S+1   1
LUMO   3.43 eV
HOMO-LUMO gap   7.644 eV

Atomic partial charges in e from the Löwdin method, atoms 1 to 4:
1 C -0.109
2 C -0.667
3 S 0.781
4 C -0.478

No. 7
Here is 6 unconnected molecules or ions with the total composition C35H75BBrO11P2 at a distorted geometry from the OMol25 dataset. Energies are from ωB97M-V with the def2-TZVPD basis set.

Atoms and positions in Å:
C 1.54951 1.50060 3.13099
C 2.23689 0.43991 4.19694
C 1.74558 -1.10600 3.93710
C 2.99676 -1.94558 3.26292
C 3.32110 -1.37107 1.75751
C 2.29442 -2.13571 0.72323
C 1.43850 -1.14172 -0.25851
C 0.25779 -1.93171 -1.14217
C 0.82457 -2.63455 -2.49340
C 0.64614 -4.24999 -2.62654
C 1.62021 -5.12827 -1.59057
O -0.76130 -4.72882 -2.62899
O -0.45811 -0.73918 -1.71223
B -1.95369 -0.90097 -1.62955
C -2.83874 0.24480 -0.88426
C -3.88460 -0.23713 0.26303
C -4.17910 0.85631 1.49573
C -5.24204 0.56346 2.71141
C -6.05793 -0.86170 2.77722
C -5.76846 -1.95661 1.58133
C -6.50874 -3.45371 1.53274
C -4.72909 -1.63502 0.35203
P -2.49575 -0.64332 -3.48877
O -1.91496 0.89290 -4.06932
O -1.99311 -1.97985 -4.48386
O -2.08571 -2.33028 -1.31281
C -1.00834 -2.53218 -0.30573
P -0.88776 -4.17839 0.64193
O -1.18273 -3.79013 2.33699
Br -2.67918 -5.51999 0.08908
H 0.73095 0.89622 2.50693
H 1.05375 2.43972 3.65623
H 2.31366 1.92170 2.34459
H 3.41277 0.47762 4.06122
H 1.99827 0.72135 5.33126
H 0.82026 -1.18098 3.18899
H 1.42442 -1.54899 4.98621
H 2.78018 -3.11207 3.22914
H 3.94792 -1.81609 3.95468
H 4.45744 -1.64231 1.51951
H 3.17374 -0.21508 1.65159
H 2.98988 -2.78861 0.00570
H 1.62020 -2.91864 1.32239
H 2.19907 -0.67960 -1.03866
H 0.93733 -0.29481 0.37517
H 1.99994 -2.42407 -2.52161
H 0.40657 -2.08432 -3.46628
H 1.05619 -4.53787 -3.71167
H 1.86367 -4.55032 -0.60353
H 2.55708 -5.58871 -2.12089
H 0.94466 -6.05621 -1.26196
H -0.77984 -5.52730 -3.26033
H -2.07521 0.99893 -0.36313
H -3.40200 0.87820 -1.70147
H -3.62424 1.90020 1.45974
H -5.45377 1.37530 3.54827
H -6.83240 -1.12485 3.61737
H -6.49330 -3.90192 0.45214
H -7.55257 -3.46608 2.06053
H -5.80119 -4.15879 2.18607
H -4.57174 -2.45582 -0.49360
H -1.64547 1.44892 -3.25512
H -1.16368 -1.67351 -4.99040
H -1.21994 -1.68315 0.50704
H -2.16532 -3.54049 2.45695
C -7.17499 4.98028 2.00489
C -7.74104 4.03344 0.95873
C -8.77994 3.10026 1.55986
O -6.68192 3.26222 0.39748
H -6.67742 4.42490 2.80787
H -6.41974 5.63759 1.56071
H -7.96315 5.59937 2.44466
H -8.19232 4.61143 0.14490
H -8.33926 2.47821 2.34709
H -9.16961 2.41641 0.79821
H -9.61622 3.66294 1.98633
H -6.27524 2.74566 1.11297
C 6.46477 2.86463 0.51319
C 5.94452 1.86577 1.53447
C 6.37661 0.44852 1.19364
O 4.52116 1.92893 1.57407
H 6.07263 2.64383 -0.48594
H 6.13578 3.87873 0.76444
H 7.55831 2.85176 0.47005
H 6.31219 2.13313 2.53116
H 5.98135 0.14204 0.21860
H 5.98473 -0.26098 1.93029
H 7.46751 0.36317 1.17085
H 4.18582 1.69305 0.69314
C 8.44966 -0.22524 -3.78026
C 7.94757 -0.86934 -2.49791
C 7.81246 -2.37599 -2.65038
O 6.68050 -0.31383 -2.15520
H 7.75122 -0.40028 -4.60629
H 8.53029 0.86045 -3.65971
H 9.43062 -0.62013 -4.06250
H 8.63735 -0.64269 -1.67762
H 7.09141 -2.62730 -3.43639
H 7.43852 -2.82459 -1.72381
H 8.77428 -2.83540 -2.89879
H 6.06150 -0.51017 -2.87798
C 4.95392 -4.60106 -6.06010
C 5.77152 -3.32336 -6.16211
C 6.11748 -3.00050 -7.60695
O 6.97342 -3.47060 -5.41027
H 5.51422 -5.45724 -6.45228
H 4.72276 -4.82760 -5.01368
H 4.01478 -4.51412 -6.61538
H 5.21033 -2.49125 -5.72312
H 6.71905 -3.79996 -8.05399
H 6.71637 -2.08525 -7.66401
H 5.21325 -2.86560 -8.20865
H 7.47825 -4.20738 -5.79293
C -7.43864 9.32334 5.22477
C -8.00469 8.37649 4.17860
C -9.04358 7.44331 4.77973
O -6.94557 7.60528 3.61736
H -6.94107 8.76796 6.02774
H -6.68339 9.98065 4.78058
H -8.22680 9.94243 5.66453
H -8.45597 8.95448 3.36477
H -8.60291 6.82126 5.56696
H -9.43326 6.75946 4.01808
H -9.87987 8.00600 5.20621
H -6.53889 7.08872 4.33284

Summary:
Net charge   -1
2S+1   1
LUMO   1.90 eV
HOMO-LUMO gap   4.932 eV

Atomic partial charges in e from the Löwdin method, atoms 1 to 4:
1 C -0.136
2 C -0.249
3 C -0.216
4 C -0.225